{
  "formula": "C75H92Br2F9N14O9S3",
  "method": "ωB97M-V/def2-TZVPD",
  "symbols": ["C", "N", "C", "C", "C", "C", "C", "C", "C", "C", "N", "C", "C", "C", "H", "H", "H", "H", "H", "H", "H", "H", "H", "H", "H", "H", "H", "H", "C", "N", "C", "C", "C", "C", "C", "C", "C", "C", "N", "C", "C", "C", "H", "H", "H", "H", "H", "H", "H", "H", "H", "H", "H", "H", "H", "H", "C", "N", "C", "C", "C", "C", "C", "C", "C", "C", "N", "C", "C", "C", "H", "H", "H", "H", "H", "H", "H", "H", "H", "H", "H", "H", "H", "H", "C", "N", "C", "C", "C", "C", "C", "C", "C", "C", "N", "C", "C", "C", "H", "H", "H", "H", "H", "H", "H", "H", "H", "H", "H", "H", "H", "H", "C", "N", "C", "C", "C", "C", "C", "C", "C", "C", "N", "C", "C", "C", "H", "H", "H", "H", "H", "H", "H", "H", "H", "H", "H", "H", "H", "H", "C", "C", "N", "C", "C", "N", "C", "C", "H", "H", "H", "H", "H", "H", "H", "H", "H", "H", "H", "C", "C", "N", "C", "C", "N", "C", "C", "H", "H", "H", "H", "H", "H", "H", "H", "H", "H", "H", "Br", "Br", "C", "F", "F", "F", "S", "O", "O", "O", "C", "F", "F", "F", "S", "O", "O", "O", "C", "F", "F", "F", "S", "O", "O", "O"],
  "xyz": [[10.349, -22.084, 31.321], [9.151, -21.332, 30.957], [8.377, -20.760, 31.875], [7.254, -19.985, 31.512], [7.001, -19.757, 30.170], [7.758, -20.441, 29.204], [8.844, -21.207, 29.648], [5.919, -18.789, 29.656], [5.032, -19.037, 28.618], [4.099, -18.101, 28.241], [4.040, -16.911, 28.877], [4.903, -16.573, 29.826], [5.857, -17.524, 30.231], [3.032, -15.923, 28.418], [10.186, -23.104, 31.028], [10.523, -21.983, 32.378], [11.274, -21.748, 30.818], [8.623, -20.968, 32.916], [6.707, -19.561, 32.369], [7.569, -20.396, 28.157], [9.498, -21.728, 29.016], [4.933, -20.006, 28.116], [3.315, -18.304, 27.503], [4.834, -15.604, 30.335], [6.355, -17.203, 31.133], [2.937, -16.045, 27.348], [3.356, -14.929, 28.677], [2.041, -16.115, 28.887], [-5.138, -13.720, 22.874], [-4.985, -12.524, 23.636], [-6.007, -11.680, 23.867], [-5.889, -10.528, 24.604], [-4.708, -10.262, 25.260], [-3.645, -11.158, 25.023], [-3.836, -12.266, 24.250], [-4.557, -9.181, 26.164], [-5.049, -7.874, 26.003], [-4.881, -6.872, 26.953], [-4.277, -7.176, 28.094], [-3.794, -8.392, 28.300], [-3.833, -9.351, 27.361], [-3.941, -6.125, 29.049], [-4.156, -14.061, 22.550], [-5.725, -13.520, 21.962], [-5.593, -14.480, 23.478], [-6.972, -11.925, 23.399], [-6.754, -9.939, 24.794], [-2.644, -10.968, 25.394], [-2.963, -12.860, 24.053], [-5.592, -7.622, 25.126], [-5.228, -5.850, 26.825], [-3.234, -8.559, 29.232], [-3.392, -10.313, 27.588], [-3.445, -6.595, 29.916], [-4.774, -5.517, 29.370], [-3.223, -5.430, 28.584], [-4.164, -18.996, 16.731], [-3.197, -19.339, 17.808], [-2.201, -20.203, 17.611], [-1.230, -20.522, 18.568], [-1.355, -19.982, 19.846], [-2.422, -19.128, 20.031], [-3.377, -18.856, 19.058], [-0.483, -20.476, 21.003], [-0.531, -21.779, 21.401], [0.017, -22.254, 22.589], [0.870, -21.496, 23.256], [0.966, -20.196, 22.913], [0.277, -19.628, 21.839], [1.719, -22.022, 24.350], [-5.130, -19.494, 16.866], [-3.734, -19.293, 15.786], [-4.323, -17.941, 16.774], [-2.154, -20.715, 16.657], [-0.502, -21.296, 18.343], [-2.543, -18.652, 20.989], [-4.324, -18.310, 19.237], [-1.248, -22.443, 20.895], [-0.084, -23.306, 22.890], [1.600, -19.574, 23.527], [0.413, -18.573, 21.672], [2.766, -21.893, 24.115], [1.489, -23.076, 24.360], [1.459, -21.545, 25.284], [-1.289, -15.310, 31.257], [-0.460, -16.255, 32.037], [0.677, -15.928, 32.684], [1.347, -16.793, 33.545], [0.864, -18.113, 33.689], [-0.261, -18.425, 33.015], [-0.896, -17.541, 32.128], [1.557, -19.153, 34.573], [1.912, -18.823, 35.859], [2.557, -19.734, 36.635], [2.812, -20.967, 36.179], [2.304, -21.393, 34.993], [1.757, -20.446, 34.123], [3.511, -21.872, 37.114], [-0.772, -14.344, 31.368], [-2.233, -15.190, 31.778], [-1.401, -15.768, 30.258], [0.938, -14.850, 32.664], [2.178, -16.487, 34.192], [-0.626, -19.422, 33.139], [-1.785, -17.690, 31.552], [1.616, -17.873, 36.286], [2.801, -19.482, 37.682], [2.329, -22.418, 34.692], [1.347, -20.813, 33.187], [3.396, -21.568, 38.137], [4.543, -21.921, 36.741], [3.011, -22.814, 36.991], [-4.124, -20.321, 29.166], [-5.296, -20.523, 30.030], [-6.526, -20.722, 29.529], [-7.553, -21.034, 30.429], [-7.362, -20.983, 31.782], [-6.088, -20.556, 32.255], [-5.079, -20.400, 31.313], [-8.268, -21.610, 32.729], [-8.900, -21.012, 33.797], [-9.488, -21.841, 34.736], [-9.521, -23.147, 34.617], [-9.099, -23.692, 33.466], [-8.418, -22.982, 32.524], [-9.584, -24.075, 35.786], [-3.832, -19.290, 29.185], [-4.419, -20.540, 28.140], [-3.326, -20.876, 29.649], [-6.658, -20.711, 28.450], [-8.500, -21.375, 29.983], [-5.931, -20.346, 33.292], [-4.011, -20.273, 31.543], [-8.883, -19.943, 33.992], [-9.892, -21.394, 35.656], [-9.183, -24.759, 33.281], [-7.995, -23.473, 31.672], [-10.596, -24.440, 35.939], [-9.239, -23.553, 36.705], [-8.900, -24.885, 35.583], [-4.202, -19.689, 24.490], [-3.810, -18.273, 24.058], [-3.459, -17.538, 25.266], [-2.465, -17.868, 26.097], [-2.731, -17.222, 27.283], [-3.816, -16.498, 27.088], [-4.360, -16.768, 25.907], [-4.373, -15.643, 28.202], [-4.559, -19.638, 25.508], [-3.344, -20.344, 24.546], [-4.922, -20.182, 23.873], [-4.710, -17.753, 23.637], [-2.951, -18.294, 23.443], [-1.762, -18.658, 25.770], [-2.173, -17.411, 28.177], [-5.320, -16.355, 25.596], [-5.452, -15.465, 28.095], [-3.719, -14.781, 28.279], [-4.169, -16.227, 29.076], [-5.862, -12.798, 31.293], [-7.306, -13.176, 31.206], [-8.202, -12.389, 32.057], [-9.566, -12.371, 31.989], [-9.962, -11.572, 33.018], [-8.867, -11.187, 33.730], [-7.771, -11.704, 33.154], [-8.864, -10.274, 34.852], [-5.823, -11.759, 31.073], [-5.355, -13.324, 30.458], [-5.413, -13.103, 32.239], [-7.442, -14.221, 31.437], [-7.803, -13.022, 30.265], [-10.150, -12.853, 31.234], [-10.945, -11.259, 33.276], [-6.773, -11.531, 33.491], [-9.172, -9.277, 34.535], [-7.922, -10.173, 35.333], [-9.701, -10.506, 35.523], [-4.106, -17.302, 31.978], [-6.592, -18.725, 26.697], [-4.279, -21.964, 21.938], [-4.317, -20.572, 21.741], [-3.506, -22.278, 22.933], [-5.486, -22.295, 22.271], [-3.974, -22.711, 20.230], [-2.567, -23.171, 20.254], [-4.878, -23.770, 20.192], [-4.176, -21.492, 19.419], [-7.992, -14.515, 27.717], [-7.371, -15.016, 28.851], [-8.377, -15.475, 26.864], [-9.108, -13.872, 28.056], [-6.867, -13.300, 26.907], [-6.177, -12.710, 28.069], [-5.957, -14.037, 26.012], [-7.795, -12.365, 26.276], [1.150, -19.991, 29.907], [2.189, -19.234, 30.332], [1.559, -21.017, 29.197], [0.550, -20.412, 31.057], [0.066, -18.973, 28.948], [-1.045, -19.896, 28.743], [-0.188, -17.791, 29.770], [0.876, -18.538, 27.764]],
  "forces_ev_per_angstrom": [[1.0, -0.2, 0.0], [-0.3, 0.8, -0.8], [-1.1, 0.3, 0.3], [1.2, -0.2, 1.0], [-1.1, 0.2, -1.4], [1.2, -0.7, 1.7], [-1.3, 0.9, 0.4], [1.0, 0.2, 1.0], [-0.4, -1.0, -0.6], [-0.2, 0.1, 0.4], [-0.5, 0.7, -0.9], [1.0, -1.3, 0.7], [-1.3, 1.1, 0.6], [-1.0, -0.5, 0.3], [0.0, -0.6, 0.1], [-0.1, -0.2, 0.4], [-0.7, 0.3, 0.0], [0.0, 0.2, -0.3], [0.1, -0.1, -0.8], [-0.1, 0.2, -0.6], [0.7, -0.5, -1.1], [0.4, 0.3, 0.3], [0.3, 0.2, 0.3], [-0.1, -0.4, -0.5], [0.8, -0.4, -0.2], [-0.1, 0.2, -0.1], [0.3, 0.3, 0.0], [0.7, -0.2, -0.3], [-0.1, -0.7, -1.7], [-0.5, 1.5, 1.2], [-1.2, -0.5, -1.2], [0.2, -0.4, 0.5], [0.6, -1.8, -1.5], [-0.3, 0.6, 0.4], [1.3, 0.6, 0.1], [0.8, 2.9, 2.4], [-0.3, -0.3, -0.1], [-0.4, -0.7, -0.8], [0.1, 0.9, 0.2], [1.5, -0.2, 1.4], [-0.7, -1.7, -1.1], [1.2, 0.7, 0.8], [0.0, 0.1, 0.1], [0.1, -0.1, 0.5], [-0.4, -0.3, 0.4], [0.6, 0.0, 0.3], [-0.6, 0.3, -0.1], [-0.2, 0.0, 0.1], [-0.2, -0.6, -0.2], [-0.3, 0.3, -0.7], [0.0, -0.2, -0.1], [-0.5, 0.2, -0.5], [0.0, 0.0, 0.1], [-0.4, 0.4, -0.4], [-0.5, -0.2, 0.0], [-0.2, -0.4, 0.1], [-0.1, -0.7, 0.3], [-0.4, -0.3, 0.9], [1.1, -0.7, -0.3], [-0.9, -0.2, 0.1], [0.8, -0.8, -0.5], [-0.8, 1.0, 0.6], [0.2, 0.0, -0.1], [0.0, 1.9, 0.3], [-1.3, -1.5, 0.5], [0.5, -0.9, -1.4], [0.4, 1.2, 0.5], [-0.3, 1.1, -0.7], [0.4, -0.9, 0.5], [-0.7, -0.3, -0.5], [0.4, -0.2, 0.2], [0.1, 0.0, -0.2], [0.0, 0.7, -0.2], [-0.1, 0.3, -0.1], [-0.1, 0.2, -0.1], [-0.3, -0.1, 0.2], [1.0, -0.2, -0.1], [0.2, -0.1, -0.1], [-0.1, 0.6, -0.1], [0.1, -0.1, 0.0], [-0.1, 0.2, -0.1], [0.1, 0.1, -0.2], [0.2, -0.3, 0.4], [-0.1, 0.1, 0.2], [1.0, 0.3, 0.5], [0.2, -2.0, 0.7], [0.3, 1.4, 1.3], [-0.1, -0.3, 0.1], [1.4, 0.6, 0.7], [-1.2, -0.5, -1.3], [0.7, 1.2, 0.8], [-0.9, 1.3, -1.3], [-0.3, 0.8, 0.1], [0.1, 0.3, 0.9], [-0.9, -0.2, 0.5], [0.3, 1.9, -0.3], [-0.3, -1.3, 0.6], [0.2, -0.7, -1.4], [-0.1, -0.3, -0.9], [-0.3, -0.4, -0.1], [0.0, 0.8, 0.4], [0.0, -0.9, -0.2], [-0.3, 0.3, -0.7], [-0.6, -0.3, -0.2], [-0.5, -0.7, 0.1], [0.2, 0.0, 0.0], [0.2, -0.4, -0.8], [0.4, -0.6, 0.3], [0.2, 0.3, 0.0], [0.2, 0.4, 0.3], [-0.2, -0.2, 0.7], [0.1, -0.7, 0.1], [-0.4, -0.1, -0.2], [-0.7, 0.5, -1.7], [-0.4, -0.5, 0.7], [-0.4, -0.2, -1.9], [2.2, 1.0, 0.4], [-0.7, 0.0, -1.3], [0.6, -0.1, 2.4], [-0.3, -0.3, -0.3], [-0.1, 0.0, 0.3], [-0.4, 2.0, 1.2], [0.7, -1.3, -0.1], [0.6, -1.2, -0.9], [-0.8, 0.6, 0.5], [-0.6, 0.5, 0.9], [-0.1, 0.7, 0.2], [0.4, -0.4, 0.1], [0.2, -0.4, -0.7], [0.1, 0.1, 0.1], [0.4, 0.3, 0.3], [0.3, -0.2, 0.4], [-0.9, 0.3, 0.4], [0.0, -0.2, -0.2], [0.2, -0.5, -0.4], [-0.2, 0.0, 0.7], [0.1, -0.2, -0.3], [0.0, 0.0, -0.1], [-0.3, -0.2, -0.8], [0.0, -0.2, 0.0], [0.7, -0.1, 0.6], [-2.0, -0.5, 0.6], [-2.3, 0.7, -0.9], [1.0, -0.9, 0.8], [2.9, -2.2, -1.2], [-2.6, 1.7, 1.6], [0.6, 0.7, 0.0], [0.4, -1.0, -0.9], [-0.5, 0.0, 0.0], [0.5, -0.1, -0.3], [-0.5, 0.1, -0.3], [1.1, -0.4, 0.0], [0.7, 0.3, -1.1], [-0.4, 0.9, 0.7], [-0.2, 0.7, 0.5], [0.5, -0.3, -0.2], [0.9, 0.0, -0.1], [-0.5, 0.5, -0.3], [-0.3, -0.4, 0.8], [-0.1, -1.0, -1.0], [-1.2, -0.5, -0.1], [1.7, 0.1, 2.0], [0.4, 1.0, 0.8], [-0.4, -0.4, -0.2], [1.1, -0.2, -0.4], [-2.2, -0.2, -1.1], [-2.1, 1.1, 0.2], [0.6, 1.1, 0.1], [-0.2, 0.3, 0.6], [0.0, 0.2, 0.0], [-0.1, -0.4, 0.3], [0.7, 0.0, -1.0], [0.0, -0.2, -0.3], [-0.4, 0.1, 0.2], [0.3, -0.1, -0.1], [0.3, 0.1, -0.5], [0.7, -0.4, 0.4], [0.7, -0.5, 0.2], [0.0, 0.0, -0.1], [0.1, 0.1, 0.5], [-1.1, 1.0, -2.7], [0.7, -0.7, 0.9], [1.6, 0.0, 0.9], [-1.6, -0.2, 0.7], [2.7, 2.2, -0.1], [-0.8, 0.6, -0.2], [-1.9, -1.4, -0.5], [0.1, -1.7, 0.3], [-0.3, -0.4, -0.5], [-1.2, 0.0, -1.4], [0.8, 0.1, 0.9], [0.3, -0.1, 0.8], [0.5, 1.8, 0.5], [-0.2, -0.5, -0.8], [-0.7, 0.2, 0.3], [0.9, -0.9, -0.2], [0.2, 0.3, 1.4], [0.6, -0.4, -0.2], [0.5, -0.3, 0.3], [0.2, -0.3, -0.8], [-0.8, 1.7, -2.8], [1.0, 1.1, -0.1], [-0.1, -0.7, 0.0], [-1.0, -1.5, 1.6]],
  "mulliken_charge": [-0.8249, -0.0425, -0.0731, -0.6449, 0.6221, -0.6541, -0.5820, 0.8587, -0.6627, -0.5083, 0.1974, -0.0934, -0.8233, -1.0283, 0.4009, 0.2691, 0.3778, 0.3851, 0.4664, 0.5415, 0.5523, 0.5341, 0.6269, 0.4203, 0.4550, 0.3735, 0.4519, 0.2878, -1.0678, 0.3104, -0.5089, -0.4257, 0.8650, -0.7484, -0.1941, 0.6642, -0.5936, -0.3717, 0.0681, -0.0995, -0.8525, -0.8268, 0.3526, 0.3789, 0.3983, 0.3175, 0.4827, 0.6069, 0.4204, 0.5723, 0.4790, 0.3252, 0.3350, 0.2445, 0.3513, 0.4024, -0.8954, 0.0852, -0.1051, -0.7426, 0.7915, -0.5027, -0.3835, 0.6738, -0.8025, -0.4529, 0.1677, -0.3948, -0.6452, -0.8816, 0.3491, 0.3299, 0.3959, 0.4242, 0.4572, 0.1314, 0.4567, 0.8892, 0.4580, 0.5241, 0.5530, 0.3639, 0.2660, 0.3598, -0.7215, 0.3648, -0.4777, -0.7416, 1.1722, -0.6888, -0.7914, 0.4286, -0.6960, -0.2377, 0.0688, -0.5488, -0.5220, -0.8758, 0.2619, 0.3977, 0.1635, 0.4144, 0.6324, 0.7228, 0.2476, 0.5458, 0.4021, 0.4788, 0.5728, 0.3719, 0.3105, 0.3746, -1.2117, 0.2347, -0.1733, -1.0603, 0.9098, -0.7251, -0.5085, 0.4894, -0.4829, -0.2006, 0.0954, -0.5544, -0.5555, -0.9043, 0.4183, 0.1766, 0.5354, 0.6863, 0.5063, 0.5630, 0.3850, 0.4805, 0.4418, 0.4478, 0.5390, 0.3201, 0.3875, 0.3817, -0.3359, -0.7987, 0.3388, -0.3704, -0.5416, 0.6234, -1.2199, -0.0693, -0.3452, 0.2427, 0.2839, 0.3111, 0.5230, 0.7055, 0.2638, 0.9910, -0.2771, 0.2710, -0.0720, -1.2038, -0.1132, 0.1690, -0.3372, -0.5728, 0.0881, -0.1290, -0.8005, 0.5189, -0.0593, 0.4751, 0.3752, 0.1451, 0.5102, 0.4744, 0.3703, 0.3877, 0.2929, 0.3303, -0.6287, -0.5646, 0.5898, -0.1668, -0.1857, -0.2396, 1.1371, -0.7610, -0.6040, -0.5549, 0.4378, -0.1910, -0.2200, -0.2015, 0.9989, -0.4920, -0.3233, -0.6859, 0.1885, -0.1283, -0.1848, -0.2236, 1.2749, -0.5828, -0.5303, -0.4950],
  "energy_ha": -11595.64265,
  "homo_lumo_gap_ev": 3.86,
  "charge": 7
}